The following is a quantum chemistry calculation of an isolated molecule of CHN3O3 in a non-equilibrium geometry, from the OMol25 dataset.

Computed properties:
Orbital gap in eV: 9.80
HOMO in eV: -10.0
Strongest force on any atom in eV Å⁻¹: 6.0
Lowest unoccupied orbital energy in eV: -0.19

Each atom is followed by the atoms it is bonded to, with distances in Å.
Atoms and positions in Å:
1 C 0.5683 1.1620 -0.2021  N2 1.629, N3 1.154
2 N 1.0556 -0.3021 -0.7241  C1 1.629, N4 1.227
3 N 0.1329 2.0873 0.3330  C1 1.154, O5 1.176
4 N 0.2892 -1.2046 -0.4001  N2 1.227, O6 1.412, O7 1.196
5 O -0.2401 3.1272 0.7374  N3 1.176
6 O -0.8510 -0.8518 0.3553  N4 1.412, H8 0.974
7 O 0.4086 -2.3650 -0.6654  N4 1.196
8 H -1.3636 -1.6530 0.5659  O6 0.974

Computed Löwdin charges, given in elementary charges:
1. C 0.08
2. N 0.19
3. N -0.17
4. N -0.43
5. O 0.05
6. O 0.07
7. O 0.08
8. H 0.14